## P
Density functional theory data (ωB97M-V/def2-TZVPD) for 3 unconnected molecules or ions with the total composition CH5NO2Si.

The geometry in ORCA input format:
```
! RIJCOSX wB97M-V def2-TZVPD def2/J DEFGRID3
* xyz 0 1
C 0.29551 0.51783 -0.93693
N -2.38015 1.07899 0.23194
O -2.59845 1.50989 -0.91475
O -2.97803 1.54670 1.20922
Si -0.73420 0.23124 0.39393
H -2.68304 -0.86147 1.71470
H 0.05696 0.86361 -1.92051
H 1.09913 -0.09059 -0.97578
H -3.48479 -0.68325 2.31451
H -0.37494 0.32397 1.75580
*
```

Calculated values
HOMO-LUMO gap (spin up / spin down) (eV): 8.23 / 8.23
HOMO (spin up / spin down) (eV): -9.64 / -9.64

Atom charges from the Mulliken analysis, given in e for atoms 1 to 6: number 1, C, carries -0.6333; number 2, N, carries 0.6913; number 3, O, carries -0.5175; number 4, O, carries -0.4646; number 5, Si, carries 0.2764; number 6, H, carries -0.2131

***

## Q
Density functional theory data (ωB97M-V/def2-TZVPD) for 2 unconnected molecules or ions with the total composition CH5NO2Si.

The geometry in ORCA input format:
```
! RIJCOSX wB97M-V def2-TZVPD def2/J DEFGRID3
* xyz 0 1
C -0.92303 0.84810 0.03327
N 2.72664 0.07083 -0.16984
O 3.26843 -0.44147 -1.09431
O 3.03004 1.13829 0.29809
Si 1.18497 -0.77190 0.45991
H -1.69996 0.27242 0.53353
H -0.55110 1.68996 0.64254
H -0.93856 1.20660 -1.06701
H 1.39368 -2.17406 0.26812
H 1.25010 0.08587 1.70621
*
```

Calculated values
HOMO-LUMO gap (spin up / spin down) (eV): 8.60 / 8.60
HOMO (spin up / spin down) (eV): -9.49 / -9.49

Atom charges from the Mulliken analysis, given in e for atoms 1 to 6: number 1, C, carries -0.8929; number 2, N, carries 0.8439; number 3, O, carries -0.5635; number 4, O, carries -0.5429; number 5, Si, carries 0.3873; number 6, H, carries 0.3080

***

The winner here is Q, beating the second structure by 26.8 kcal/mol.

***

## P
Density functional theory data (ωB97M-V/def2-TZVPD) for 9 unconnected molecules or ions with the total composition C19H56O9.

The geometry in ORCA input format:
```
! RIJCOSX wB97M-V def2-TZVPD def2/J DEFGRID3
* xyz 0 1
C -26.51658 -12.42143 33.34076
C -26.49616 -11.66990 34.65871
C -26.34982 -10.15625 34.52030
O -27.72100 -11.95380 35.37050
H -27.34287 -12.03076 32.74217
H -26.66245 -13.48380 33.50990
H -25.56923 -12.22521 32.83101
H -25.74102 -12.04373 35.35540
H -27.08535 -9.84730 33.77076
H -25.33410 -9.92289 34.19077
H -26.51942 -9.59078 35.43280
H -28.47308 -11.65254 34.84857
C -22.07856 -8.33281 29.81165
C -23.04885 -8.21681 30.98769
C -22.55563 -8.94261 32.23457
O -23.24166 -6.85788 31.37949
H -21.87637 -9.40340 29.71459
H -21.13574 -7.80732 29.96496
H -22.52246 -8.00494 28.87327
H -24.00874 -8.67119 30.69828
H -23.22526 -9.00170 33.08445
H -21.59668 -8.50171 32.53835
H -22.17715 -9.93376 31.95131
H -23.53648 -6.37186 30.58897
C -20.06793 -9.66546 26.83538
C -19.77446 -8.32903 26.16565
C -20.75504 -7.24644 26.58034
O -18.48876 -7.86830 26.55797
H -21.00218 -10.09923 26.46243
H -20.17003 -9.59153 27.91721
H -19.28797 -10.37699 26.55924
H -19.80757 -8.46956 25.07914
H -20.56454 -7.02283 27.63509
H -21.78962 -7.59475 26.55950
H -20.67326 -6.29339 26.06078
H -17.77987 -8.37010 26.14995
C -24.47391 -4.22711 33.26356
C -24.80846 -5.44631 34.11541
C -25.97425 -6.24738 33.50836
O -23.66735 -6.31165 34.15547
H -25.37387 -3.64918 33.04044
H -24.04608 -4.51638 32.30498
H -23.74574 -3.62194 33.80460
H -25.16679 -5.17331 35.10757
H -26.09426 -7.18251 34.05575
H -25.76141 -6.52048 32.46978
H -26.90918 -5.68309 33.46189
H -23.36769 -6.36986 33.22819
C -20.68556 -12.76103 32.57443
C -19.50951 -12.51204 31.64130
C -19.85199 -11.48400 30.57814
O -18.38471 -12.05976 32.38541
H -20.97734 -11.81373 33.02822
H -20.42885 -13.45628 33.37531
H -21.56684 -13.12804 32.04241
H -19.23613 -13.44947 31.13769
H -20.20723 -10.52104 30.96105
H -20.72802 -11.78637 29.99663
H -19.00175 -11.25948 29.93598
H -18.14526 -12.75862 33.00243
C -20.65103 -10.34915 35.40184
O -20.73720 -10.67908 36.76422
H -20.63124 -9.27484 35.19129
H -19.78842 -10.85241 34.96938
H -21.52821 -10.74238 34.86814
H -21.64286 -10.51377 37.09750
C -25.08214 -7.99864 27.34609
O -25.51719 -8.65320 26.16680
H -25.90107 -7.43014 27.80092
H -24.67019 -8.68846 28.07484
H -24.33826 -7.24029 27.09082
H -25.49470 -8.04568 25.42739
C -22.94275 -4.53696 28.85799
O -24.01344 -5.48755 28.93933
H -22.59552 -4.45574 27.82988
H -23.18797 -3.57626 29.31500
H -22.14683 -4.92193 29.49812
H -24.81453 -5.06995 28.60790
C -23.87379 -8.79902 36.73873
O -23.35779 -10.03058 37.23212
H -23.81718 -8.72261 35.65112
H -24.86705 -8.58048 37.12385
H -23.17604 -8.01556 37.05419
H -23.99246 -10.49130 37.78224
*
```

Calculated values
Structure (SMILES): CC(C)O.CC(C)O.CC(C)O.CC(C)O.CC(C)O.CO.CO.CO.CO
HOMO-LUMO gap (eV): 9.53
HOMO (eV): -9.35

Atom charges from the Mulliken analysis, given in e for atoms 1 to 6: number 1, C, carries -1.2334; number 2, C, carries 0.2295; number 3, C, carries -0.6264; number 4, O, carries -0.5763; number 5, H, carries 0.3365; number 6, H, carries 0.3407

***

## Q
Density functional theory data (ωB97M-V/def2-TZVPD) for 9 unconnected molecules or ions with the total composition C19H56O9.

The geometry in ORCA input format:
```
! RIJCOSX wB97M-V def2-TZVPD def2/J DEFGRID3
* xyz 0 1
C -1.12619 -4.03756 -2.59266
C -2.57752 -4.33833 -2.67034
C -3.25085 -3.68103 -3.87823
O -2.84740 -5.72595 -2.77164
H -0.66232 -3.93112 -3.57327
H -0.60169 -4.69373 -1.89809
H -0.85959 -3.03066 -2.27144
H -3.03926 -4.00914 -1.73946
H -2.92848 -4.01863 -4.86322
H -2.97788 -2.62617 -3.84870
H -4.33426 -3.78777 -3.82419
H -3.60233 -5.86391 -2.19488
C -4.69920 -2.51160 2.34493
C -3.21242 -2.06966 2.29563
C -2.32184 -3.30780 2.31691
O -2.88871 -1.23728 1.15593
H -4.91763 -3.19265 1.52240
H -5.36463 -1.65518 2.23607
H -4.82054 -3.17869 3.19837
H -2.98862 -1.51170 3.20485
H -2.10408 -3.70514 1.32554
H -2.69401 -4.11259 2.95086
H -1.37692 -2.96532 2.73873
H -3.51350 -0.50927 1.12061
C 1.21631 -0.88470 -1.41428
C 0.18771 -1.20397 -0.27921
C 0.55644 -0.37352 0.96183
O -1.09120 -0.70320 -0.72308
H 2.17558 -1.36464 -1.22053
H 1.34133 0.18419 -1.58735
H 0.85263 -1.33669 -2.33707
H 0.18179 -2.28735 -0.15943
H -0.29755 -0.35045 1.63879
H 0.79343 0.68704 0.87727
H 1.38119 -0.79323 1.53779
H -1.73474 -0.97958 -0.06652
C 3.69008 1.83831 2.25632
C 2.77414 3.00863 1.88775
C 2.55422 3.99647 3.10863
O 3.42000 3.69368 0.81410
H 4.61425 2.27132 2.63909
H 3.98371 1.20247 1.42109
H 3.28121 1.15205 2.99792
H 1.85600 2.53956 1.53406
H 1.95048 3.55734 3.90283
H 1.99200 4.88510 2.82167
H 3.56196 4.27817 3.41393
H 2.76446 4.32376 0.50609
C 1.13579 3.00376 -5.22021
C 1.63428 3.85245 -4.05385
C 2.25170 2.91562 -3.00225
O 2.73812 4.65064 -4.51646
H 0.40395 2.29410 -4.83431
H 1.87385 2.33121 -5.65730
H 0.76685 3.70160 -5.97187
H 0.89536 4.52224 -3.61398
H 2.97931 2.24092 -3.45332
H 1.54908 2.25448 -2.49499
H 2.84641 3.38485 -2.21852
H 2.42999 5.05949 -5.32855
C -2.00763 1.14219 -3.23167
O -1.26416 1.75061 -2.15418
H -1.61492 0.16496 -3.51257
H -3.04141 1.00363 -2.91513
H -2.06758 1.84108 -4.06596
H -1.01329 0.99161 -1.62260
C 0.62012 0.53563 4.78217
O 0.98185 -0.06968 6.04445
H 0.27622 -0.21803 4.07378
H -0.06181 1.36266 4.97987
H 1.49962 1.00022 4.33636
H 0.22819 -0.43191 6.51603
C 3.91331 -2.28343 2.07905
O 3.29714 -3.55691 1.91360
H 3.36698 -1.51523 1.53178
H 3.87198 -1.95580 3.11783
H 4.92385 -2.18958 1.68142
H 3.51281 -3.93387 1.05745
C -1.64236 2.85835 1.56425
O -0.77739 3.55385 2.38187
H -1.06347 2.07883 1.06893
H -2.42940 2.37003 2.13890
H -2.03317 3.53412 0.80353
H -1.27537 4.11580 2.98007
*
```

Calculated values
Structure (SMILES): CC(C)O.CC(C)O.CC(C)O.CC(C)O.CC(C)O.CO.CO.CO.CO
HOMO-LUMO gap (eV): 10.08
HOMO (eV): -9.86

Atom charges from the Mulliken analysis, given in e for atoms 1 to 6: number 1, C, carries -0.9072; number 2, C, carries 0.7932; number 3, C, carries -1.2368; number 4, O, carries -0.5726; number 5, H, carries 0.3933; number 6, H, carries 0.3750

***

The winner here is P, beating the second structure by 24.3 kcal/mol.

***

## P
Density functional theory data (ωB97M-V/def2-TZVPD) for 2 unconnected molecules or ions with the total composition C5H10F2O.

The geometry in ORCA input format:
```
! RIJCOSX wB97M-V def2-TZVPD def2/J DEFGRID3
* xyz 0 1
O 2.66866 -2.03039 0.88796
C 2.84750 -0.71568 0.89391
C 3.45087 -0.00358 -0.05682
F 3.60093 1.26952 0.09543
F 4.00925 -0.41549 -1.17659
H 2.91921 -2.41583 -0.02728
H 2.43507 -0.12345 1.75223
C -0.78828 1.58200 0.52343
C -0.31797 0.81614 -0.69577
C -0.83842 -0.70052 -0.62225
H -0.58881 2.69513 0.55049
H -0.28096 1.06510 1.27625
H -1.88335 1.45871 0.65798
H -0.74337 1.28257 -1.54018
H 0.73865 0.60730 -0.83300
H -0.19843 -1.23966 0.15448
H -1.87649 -1.04879 -0.50713
H -0.53628 -0.97031 -1.59619
*
```

Calculated values
Structure (SMILES): OC=C(F)F.CCC
HOMO-LUMO gap (eV): 9.51
HOMO (eV): -8.88

Atom charges from the Mulliken analysis, given in e for atoms 1 to 6: number 1, O, carries -0.5137; number 2, C, carries -0.0768; number 3, C, carries 0.4568; number 4, F, carries -0.2486; number 5, F, carries -0.2607; number 6, H, carries 0.3334

***

## Q
Density functional theory data (ωB97M-V/def2-TZVPD) for a single C5H10F2O molecule.

The geometry in ORCA input format:
```
! RIJCOSX wB97M-V def2-TZVPD def2/J DEFGRID3
* xyz 0 1
C 0.95610 0.89707 1.33010
C 0.20955 0.73596 -0.03519
C 1.12033 0.46478 -1.19597
F -0.37957 1.92024 -0.17766
C -0.98870 -0.37753 0.03666
C -0.62291 -1.80303 0.16150
O -1.90886 -0.07625 -1.20382
F -1.74674 0.01930 1.10528
H 1.84031 1.51498 1.22256
H 1.38722 -0.02506 1.68583
H 0.42513 1.37339 2.07785
H 1.82604 1.27567 -1.23635
H 0.52768 0.45895 -2.09090
H 1.70934 -0.51512 -1.04733
H -1.56743 -2.26836 0.27133
H 0.00455 -2.09963 0.99925
H -0.38993 -2.26782 -0.74770
H -2.40213 0.77246 -1.15544
*
```

Calculated values
Structure (SMILES): CC(C)(F)[C@](C)(O)F
HOMO-LUMO gap (eV): 11.40
HOMO (eV): -10.53

Atom charges from the Mulliken analysis, given in e for atoms 1 to 6: number 1, C, carries -1.6292; number 2, C, carries 1.3438; number 3, C, carries -1.6116; number 4, F, carries -0.3778; number 5, C, carries 0.8907; number 6, C, carries -1.5586

***

The winner here is Q, beating the second structure by 36.0 kcal/mol.